47
Properties=species:S:1:pos:R:3 method="wB97M-V/def2-TZVPD" max_force_ev_per_a=1.61 charge=+1 relative_energy_kj_mol=7.2 gap_ev="5.128 / 5.055"
Mo -0.835 -1.159 -0.324
Br 0.194 -2.117 1.984
C -1.090 -3.201 3.018
Br -1.575 -4.804 2.157
H -1.944 -2.554 3.170
H -0.537 -3.403 3.927
O 1.923 5.514 0.582
C 2.274 4.366 0.318
O 3.314 3.905 -0.194
C 1.231 3.271 0.448
C 1.246 2.415 1.547
C 0.562 1.222 1.488
N -0.167 0.857 0.421
C -0.319 1.775 -0.559
C 0.337 2.978 -0.586
C -1.257 1.362 -1.646
O -1.654 2.052 -2.526
O -1.662 0.064 -1.486
H 1.841 2.652 2.419
H 0.613 0.521 2.308
H 0.185 3.653 -1.419
C 3.973 0.658 0.554
N 3.080 -0.356 -0.024
C 2.421 -0.304 -1.169
S 1.182 -1.525 -1.517
N 2.678 0.554 -2.133
C 3.902 1.343 -2.354
H 3.853 0.617 1.635
H 3.696 1.655 0.215
H 5.014 0.455 0.313
H 2.916 -1.191 0.515
H 2.018 0.534 -2.896
H 4.760 0.782 -1.993
H 3.836 2.318 -1.875
H 4.004 1.468 -3.428
C -4.009 0.211 0.431
S -3.052 -1.234 0.957
C -3.850 -2.569 0.142
C -3.183 -3.372 -0.702
S -1.517 -3.145 -1.228
S -4.038 -4.778 -1.259
C -5.535 -4.484 -0.395
S -6.819 -5.457 -0.461
S -5.468 -3.030 0.585
H -3.497 1.082 0.838
H -5.006 0.143 0.857
H -4.038 0.255 -0.654

42
Properties=species:S:1:pos:R:3 method="wB97M-V/def2-TZVPD" max_force_ev_per_a=0.96 charge=+1 relative_energy_kj_mol=0.3 gap_ev=6.891
Y -0.086 0.031 -0.683
Br 4.790 -0.524 4.264
C 3.872 -0.628 2.631
C 4.538 -1.000 1.466
Br 6.368 -1.407 1.490
C 3.840 -1.067 0.254
Br 4.652 -1.527 -1.374
C 2.487 -0.778 0.221
O 1.751 -0.813 -0.936
C 1.814 -0.402 1.395
O 0.485 -0.096 1.289
C 2.506 -0.322 2.593
Br 1.536 0.217 4.106
I -1.270 2.130 -2.869
C 0.216 3.092 -1.772
C 0.584 4.391 -2.069
C 1.597 4.939 -1.296
C 2.184 4.194 -0.283
C 1.739 2.906 -0.063
N 0.763 2.367 -0.811
H 0.104 4.942 -2.864
H 1.930 5.951 -1.486
H 2.974 4.601 0.332
H 2.141 2.265 0.713
C -2.819 -2.060 1.496
C -2.940 -1.794 -0.002
C -3.854 -2.809 -0.669
C -3.424 -0.365 -0.242
N -1.535 -1.882 -0.490
N -1.280 -1.861 -1.929
H -3.778 -1.897 1.988
H -2.076 -1.409 1.960
H -2.525 -3.097 1.677
H -4.828 -2.809 -0.180
H -3.439 -3.816 -0.582
H -4.032 -2.606 -1.728
H -4.404 -0.243 0.220
H -3.523 -0.115 -1.302
H -2.785 0.387 0.246
H -1.077 -2.693 -0.089
H -2.144 -1.592 -2.390
H -1.052 -2.800 -2.235

76
Properties=species:S:1:pos:R:3 method="wB97M-V/def2-TZVPD" max_force_ev_per_a=7.45 charge=+1 gap_ev=7.391
C -1.459 2.690 1.436
P -0.422 2.103 -0.042
O 0.801 3.329 -0.190
C -1.446 2.027 -1.633
C -0.915 1.961 -3.076
C 0.551 1.919 -3.721
P 1.625 3.448 -3.409
O 2.318 3.829 -4.735
O 2.901 2.962 -2.365
O 0.767 4.798 -2.842
N -2.005 1.931 -4.048
C -3.185 1.955 -3.236
C -4.536 1.935 -4.088
C -5.288 3.361 -4.136
O -6.513 3.390 -3.333
N -2.922 1.993 -1.829
P -4.137 1.991 -0.559
O -3.859 0.953 0.550
O -5.661 1.539 -1.214
O -4.401 3.563 0.082
H -2.176 3.548 1.207
H -0.690 3.116 2.192
H -1.955 1.786 1.929
H 0.344 4.210 -0.227
H 0.414 1.862 -4.866
H 1.042 0.923 -3.427
H 2.526 2.159 -1.921
H 1.445 5.508 -2.724
H -2.008 1.876 -5.073
H -4.245 1.633 -5.155
H -5.187 1.092 -3.649
H -4.609 4.205 -3.783
H -5.635 3.510 -5.218
H -6.256 3.955 -2.564
H -5.603 0.557 -1.303
H -5.293 3.476 0.496
C 1.543 2.731 5.066
Cl 2.060 1.120 5.602
Cl 2.888 3.876 5.242
Cl 1.051 2.646 3.359
Cl 0.168 3.274 6.051
C -4.286 -2.811 -0.093
Cl -4.417 -4.342 -0.980
Cl -5.638 -2.668 1.048
Cl -2.751 -2.769 0.797
Cl -4.338 -1.454 -1.244
C -1.441 -1.039 6.446
Cl -0.818 -0.244 4.985
Cl -2.630 0.019 7.236
Cl -2.215 -2.572 5.996
Cl -0.098 -1.358 7.564
C 2.492 -0.763 0.433
Cl 2.345 -0.346 2.152
Cl 1.473 -2.174 0.076
Cl 1.954 0.617 -0.559
Cl 4.185 -1.143 0.061
C 0.432 -5.856 4.937
Cl 1.195 -6.684 6.310
Cl 1.445 -6.049 3.490
Cl -1.171 -6.562 4.636
Cl 0.255 -4.128 5.311
C 4.846 -5.744 1.391
Cl 3.549 -4.532 1.311
Cl 5.623 -5.675 2.986
Cl 4.153 -7.367 1.140
Cl 6.053 -5.400 0.135
C 4.854 -7.460 -3.496
Cl 3.415 -7.670 -4.517
Cl 5.893 -8.894 -3.635
Cl 5.754 -6.023 -4.028
Cl 4.355 -7.252 -1.803
C 6.698 1.920 0.614
Cl 5.266 2.376 -0.334
Cl 7.863 1.089 -0.438
Cl 7.448 3.381 1.290
Cl 6.217 0.836 1.936

43
Properties=species:S:1:pos:R:3 method="wB97M-V/def2-TZVPD" max_force_ev_per_a=0.66 charge=+3 relative_energy_kj_mol=134.6 gap_ev=3.369
Pt 0.835 -1.173 -0.997
Cl 6.494 -1.155 3.454
C 4.957 -1.254 2.908
C 4.758 -1.306 1.448
C 3.521 -1.337 0.966
Cl 3.234 -1.393 -0.751
C 2.323 -1.338 1.867
O 1.200 -1.326 1.442
C 2.608 -1.339 3.366
Cl 1.302 -1.403 4.373
C 3.888 -1.287 3.826
H 5.626 -1.322 0.799
H 4.090 -1.275 4.890
C 2.020 1.521 -4.668
N 1.558 0.841 -3.454
C 1.214 1.452 -2.330
N 1.260 2.774 -2.256
O 0.814 0.819 -1.268
H 2.293 0.773 -5.405
H 2.898 2.133 -4.460
H 1.233 2.146 -5.091
H 1.460 -0.161 -3.468
H 1.522 3.345 -3.043
H 0.998 3.234 -1.400
O -3.354 2.374 3.499
C -4.235 1.443 2.934
N -3.479 0.853 1.837
C -3.998 -0.143 1.104
O -5.062 -0.675 1.331
C -3.178 -0.622 -0.079
C -3.857 -1.168 -1.167
C -3.141 -1.693 -2.231
C -1.764 -1.677 -2.186
N -1.120 -1.164 -1.125
C -1.803 -0.636 -0.086
H -3.807 2.909 4.155
H -5.162 1.885 2.559
H -4.545 0.653 3.622
H -2.633 1.335 1.587
H -4.941 -1.175 -1.159
H -3.641 -2.124 -3.087
H -1.167 -2.085 -2.991
H -1.216 -0.260 0.740

39
Properties=species:S:1:pos:R:3 method="wB97M-V/def2-TZVPD" max_force_ev_per_a=1.41 charge=0 relative_energy_kj_mol=0.0 gap_ev=8.363
C 8.154 -2.863 1.560
C 6.904 -3.603 1.085
O 6.604 -3.414 -0.283
C 6.172 -2.130 -0.668
C 4.751 -1.790 -0.199
C 4.259 -0.497 -0.846
N 2.926 -0.159 -0.401
C 1.863 -0.157 -1.227
O 1.924 -0.373 -2.420
C 0.546 0.164 -0.560
C 0.560 0.317 0.837
N 0.656 0.399 1.980
C -0.544 0.233 -1.352
C -1.915 0.523 -1.001
C -2.925 0.217 -1.925
C -4.250 0.466 -1.646
C -4.626 1.037 -0.432
Cl -6.283 1.368 -0.142
C -3.625 1.363 0.488
N -3.920 1.986 1.764
O -3.073 2.723 2.213
O -4.973 1.726 2.294
C -2.291 1.113 0.204
H 8.416 -3.204 2.558
H 8.983 -3.069 0.887
H 7.991 -1.789 1.597
H 6.047 -3.333 1.716
H 7.064 -4.681 1.171
H 6.194 -2.152 -1.761
H 6.871 -1.356 -0.325
H 4.732 -1.676 0.888
H 4.087 -2.613 -0.469
H 4.938 0.327 -0.602
H 4.211 -0.607 -1.932
H 2.792 -0.003 0.587
H -0.355 0.022 -2.400
H -2.655 -0.230 -2.870
H -5.015 0.227 -2.367
H -1.555 1.400 0.940

34
Properties=species:S:1:pos:R:3 method="wB97M-V/def2-TZVPD" max_force_ev_per_a=2.05 charge=0 relative_energy_kj_mol=234.8 gap_ev=4.778
Cl -2.186 -2.120 -0.391
C -0.809 -1.473 0.387
C -0.956 -0.769 1.597
C 0.150 -0.259 2.241
C 1.500 -0.535 1.768
O 2.519 -0.308 2.483
C 1.581 -1.142 0.447
C 0.464 -1.651 -0.182
H -1.946 -0.639 2.024
H 0.054 0.296 3.171
H 2.569 -1.255 0.006
H 0.562 -2.198 -1.115
C 5.929 -0.647 2.599
N 5.330 -1.236 3.797
C 6.127 -1.137 5.020
C 4.165 -1.824 3.716
C 3.435 -2.330 4.846
C 3.260 -1.589 6.040
C 2.570 -2.151 7.108
C 2.063 -3.455 7.015
C 2.243 -4.200 5.839
C 2.916 -3.644 4.759
H 6.893 -0.226 2.892
H 6.081 -1.417 1.834
H 5.274 0.133 2.199
H 7.159 -0.969 4.697
H 5.817 -0.278 5.631
H 6.085 -2.052 5.622
H 3.815 -2.040 2.704
H 3.662 -0.577 6.109
H 2.416 -1.571 8.021
H 1.517 -3.891 7.854
H 1.858 -5.220 5.770
H 3.105 -4.211 3.844